[1]
Formula: C49H73BF3N10ScSi
Source: the Open Molecules 2025 dataset
Level of theory: ωB97M-V/def2-TZVPD

The calculation puts the molar mass at 943.04 g/mol. The calculation puts the total energy at -3833.46655 Eh. Its charge is 0.

Positions of all 138 atoms, in Å:
Sc1 -0.0396 -0.5108 0.2296
C1 4.8917 0.5543 -0.0579
C2 3.6585 -0.0331 -0.7490
C3 4.0800 -0.8229 -1.9937
C4 2.6899 1.0516 -1.1213
C5 2.9651 2.1876 -1.8825
C6 1.7618 2.8628 -1.9992
C7 1.5626 4.1958 -2.6571
C8 2.1559 5.2915 -1.7610
C9 2.2100 4.2433 -4.0444
N1 0.8309 2.1550 -1.3272
N2 1.3946 1.0421 -0.7915
B1 -0.6795 2.4501 -1.1972
N3 -1.0528 2.6954 0.2766
N4 -0.8719 1.7353 1.2372
C10 -1.3405 2.2585 2.3808
C11 -1.8343 3.5398 2.1375
C12 -1.6292 3.7989 0.7977
C13 -1.9099 5.1928 0.2657
C14 -2.0378 5.4763 -1.2272
C15 -0.8615 6.1488 0.8674
C16 -1.2839 1.7716 3.8108
C17 -1.5709 0.3027 4.0740
C18 0.0618 2.1776 4.4281
N5 -1.5530 1.3317 -1.8228
N6 -1.6872 0.0552 -1.3366
C19 -2.6251 -0.5436 -2.0844
C20 -3.0894 0.3501 -3.0534
C21 -2.3833 1.5152 -2.8705
C22 -2.4265 2.7386 -3.7382
C23 -3.7353 2.8293 -4.5197
C24 -1.2226 2.7002 -4.6912
C25 -3.2109 -1.9291 -1.9876
C26 -2.9816 -2.6762 -3.3068
C27 -2.7272 -2.7832 -0.8275
H1 5.5434 -0.2496 0.2882
H2 4.6154 1.1642 0.8051
H3 5.4605 1.1838 -0.7449
H4 3.1514 -0.7139 -0.0675
H5 4.4544 -0.1508 -2.7682
H6 3.2389 -1.3822 -2.3979
H7 4.8698 -1.5345 -1.7423
H8 3.9160 2.4776 -2.2973
H9 0.4964 4.3848 -2.7739
H10 3.2334 5.1506 -1.6627
H11 1.7148 5.2600 -0.7640
H12 1.9776 6.2786 -2.1919
H13 3.2984 4.2437 -3.9643
H14 1.9087 5.1582 -4.5561
H15 1.9115 3.3892 -4.6524
H16 -0.9070 3.4443 -1.7854
H17 -2.2944 4.1921 2.8617
H18 -2.8760 5.4554 0.7058
H19 -1.0842 5.3917 -1.7481
H20 -2.3834 6.5051 -1.3425
H21 -2.7737 4.8287 -1.7017
H22 0.1393 5.8738 0.5298
H23 -0.8751 6.1093 1.9548
H24 -1.0607 7.1761 0.5559
H25 -2.0576 2.3508 4.3211
H26 -0.7456 -0.3211 3.7496
H27 -2.4697 -0.0295 3.5571
H28 -1.7201 0.1607 5.1474
H29 0.8674 1.5977 3.9780
H30 0.0581 1.9931 5.5046
H31 0.2657 3.2365 4.2610
H32 -3.8432 0.1555 -3.7960
H33 -2.3487 3.6255 -3.1124
H34 -3.8044 2.0361 -5.2658
H35 -3.7861 3.7848 -5.0432
H36 -4.5969 2.7574 -3.8550
H37 -1.3386 1.8783 -5.4000
H38 -0.3002 2.5407 -4.1308
H39 -1.1351 3.6340 -5.2506
H40 -4.2911 -1.7790 -1.8794
H41 -1.9258 -2.9080 -3.4134
H42 -3.2899 -2.0891 -4.1720
H43 -3.5474 -3.6096 -3.3068
H44 -1.6426 -2.9060 -0.8629
H45 -3.1819 -3.7734 -0.8963
H46 -2.9959 -2.3554 0.1339
F1 -3.2442 -6.5962 7.1618
C28 -2.1881 -6.7290 6.3289
F2 -2.2757 -7.9516 5.7768
F3 -1.0873 -6.7279 7.1143
C29 -2.1324 -5.6362 5.3088
C30 -2.3208 -5.9071 3.9609
C31 -2.1924 -4.8904 3.0321
C32 -1.8493 -3.5959 3.4332
C33 -1.7311 -3.3277 4.8023
C34 -1.8721 -4.3382 5.7330
C35 -1.5384 -2.5871 2.4699
C36 -1.1937 -1.7437 1.6595
H47 -2.5571 -6.9136 3.6445
H48 -2.3399 -5.0992 1.9816
H49 -1.5160 -2.3191 5.1293
H50 -1.7768 -4.1327 6.7916
N7 -4.1116 0.6277 0.8829
H51 -3.8458 1.3944 0.2751
H52 -3.3976 0.5605 1.5969
H53 -4.0464 -0.2187 0.3327
C37 4.1578 1.1684 4.0253
N8 3.0886 0.3760 3.4541
C38 2.5384 -0.7653 3.9867
C39 1.5618 -1.1574 3.1250
N9 1.5021 -0.2671 2.0763
C40 2.4294 0.6359 2.3110
H54 4.6171 0.6165 4.8405
H55 3.7762 2.1132 4.4129
H56 4.9162 1.3751 3.2720
H57 2.8900 -1.1946 4.9086
H58 0.9161 -2.0183 3.1625
H59 2.6334 1.4953 1.6911
C41 2.9775 -4.5940 -1.2956
Si1 2.0356 -3.4633 -0.0854
C42 1.0593 -4.5945 1.0893
C43 3.5165 -2.8061 0.9249
N10 1.0724 -2.2149 -0.8044
C44 0.7279 -2.3833 -2.1539
C45 0.5724 -1.2927 -3.0344
C46 0.3313 -1.4674 -4.3869
C47 0.2423 -2.7374 -4.9387
C48 0.3422 -3.8297 -4.0891
C49 0.5473 -3.6568 -2.7315
H60 3.9189 -4.8986 -0.8333
H61 3.2179 -4.0794 -2.2295
H62 2.4308 -5.5023 -1.5534
H63 1.4193 -4.5087 2.1180
H64 1.1482 -5.6439 0.7979
H65 0.0039 -4.3285 1.0873
H66 3.8417 -3.6127 1.5878
H67 3.2908 -1.9466 1.5513
H68 4.3608 -2.5473 0.2812
H69 0.6794 -0.2863 -2.6578
H70 0.2266 -0.5946 -5.0219
H71 0.0672 -2.8717 -5.9980
H72 0.2425 -4.8317 -4.4898
H73 0.5623 -4.5235 -2.0816

Forces on atoms 1 to 3 (eV/Å):
0.67 -0.21 -0.26
-0.10 -0.03 0.04
-0.03 0.08 -0.07

***

[2]
Formula: C49H73N5O6
Source: the Open Molecules 2025 dataset
Level of theory: ωB97M-V/def2-TZVPD

The calculation puts the molar mass at 828.15 g/mol. The SMILES is c1ccncc1.c1ccncc1.c1ccncc1.c1ccncc1.c1ccncc1.C1CCOC1.C1CCOC1.C1CCOC1.C1CCOC1.C1CCOC1.C1CCOC1. The calculation puts the total energy at -2635.98807 Eh. Its charge is 0.

Positions of all 133 atoms, in Å:
C1 -0.0862 -1.9235 3.2257
C2 0.3826 -3.0494 2.5689
C3 -0.1785 -4.2795 2.9161
N1 -1.1611 -4.4031 3.8057
C4 -1.6236 -3.3044 4.4022
C5 -1.1189 -2.0474 4.1396
H1 0.3341 -0.9454 3.0252
H2 1.1805 -2.9106 1.8553
H3 0.1730 -5.1896 2.4469
H4 -2.4192 -3.4672 5.1198
H5 -1.5209 -1.1986 4.6788
C6 -4.5591 -1.0298 1.1054
C7 -5.8371 -0.4945 1.1729
C8 -6.2488 0.2452 2.2639
N2 -5.4390 0.4759 3.2982
C9 -4.2088 -0.0440 3.2449
C10 -3.7508 -0.8587 2.2173
H6 -4.2561 -1.5686 0.2179
H7 -6.4462 -0.6150 0.2832
H8 -7.2688 0.6053 2.2993
H9 -3.5697 0.1396 4.0992
H10 -2.7934 -1.3471 2.3340
C11 0.9526 1.0084 -1.0547
C12 0.5381 0.0319 -0.1567
C13 -0.6552 -0.6343 -0.4047
N3 -1.4658 -0.3635 -1.4237
C14 -1.0361 0.5442 -2.2966
C15 0.1418 1.2707 -2.1460
H11 1.8557 1.5865 -0.8922
H12 1.0934 -0.1656 0.7533
H13 -0.9912 -1.3888 0.3025
H14 -1.6858 0.8154 -3.1235
H15 0.4106 1.9943 -2.9050
C16 -2.5261 3.6140 -0.5279
C17 -3.2108 4.7978 -0.7208
C18 -4.5721 4.7647 -0.9663
N4 -5.2879 3.6269 -0.9438
C19 -4.6297 2.4948 -0.6795
C20 -3.2567 2.4450 -0.4870
H16 -1.4548 3.6241 -0.3697
H17 -2.6308 5.7125 -0.6783
H18 -5.1107 5.6740 -1.1994
H19 -5.2770 1.6288 -0.6194
H20 -2.7704 1.5116 -0.2329
C21 2.3995 -1.3610 -6.2637
C22 3.4594 -0.6629 -6.7986
C23 4.1172 0.2476 -5.9625
N5 3.7904 0.4873 -4.6963
C24 2.7214 -0.1586 -4.2044
C25 2.0456 -1.1150 -4.9402
H21 1.8805 -2.1045 -6.8540
H22 3.7975 -0.6626 -7.8254
H23 4.9887 0.7944 -6.2986
H24 2.4419 0.0438 -3.1810
H25 1.1882 -1.6023 -4.4933
C26 1.8932 -3.2615 -0.6694
C27 2.5918 -4.3735 0.0666
C28 3.8039 -4.6544 -0.8029
O1 3.4284 -4.2748 -2.1277
C29 2.2037 -3.5421 -2.1441
H26 2.2252 -2.2629 -0.3699
H27 0.8099 -3.2206 -0.5271
H28 1.9065 -5.2247 0.1070
H29 2.8612 -4.0982 1.0859
H30 4.1114 -5.6993 -0.8358
H31 4.6409 -4.0323 -0.4628
H32 1.3858 -4.1032 -2.6045
H33 2.3052 -2.5921 -2.6668
C30 4.2541 2.8640 2.6083
C31 5.0041 4.1290 2.2192
C32 4.8906 4.1862 0.6923
O2 3.7672 3.3228 0.4133
C33 3.9441 2.2052 1.2679
H34 3.3270 3.1426 3.1167
H35 4.7494 2.2501 3.3641
H36 6.0497 4.1537 2.5365
H37 4.5569 5.0178 2.6669
H38 5.7539 3.7603 0.1717
H39 4.6084 5.1459 0.2663
H40 4.6682 1.4755 0.8848
H41 3.0092 1.6411 1.3073
C34 0.2595 3.9004 3.1521
C35 -1.2249 4.0248 3.2787
C36 -1.7076 2.5709 3.4966
O3 -0.6561 1.7668 2.9709
C37 0.4137 2.5605 2.4370
H42 0.6713 3.7202 4.1513
H43 0.7086 4.7085 2.5782
H44 -1.6586 4.4521 2.3667
H45 -1.5552 4.7081 4.0638
H46 -2.6175 2.4285 2.9150
H47 -1.8171 2.4408 4.5750
H48 0.2432 2.6584 1.3563
H49 1.3403 2.0233 2.6331
C38 -3.7044 2.2850 -5.4041
C39 -3.7306 3.2669 -4.2375
C40 -2.8533 4.4092 -4.7085
O4 -1.8799 3.8165 -5.5744
C41 -2.2753 2.4971 -5.9321
H50 -4.4354 2.5807 -6.1586
H51 -3.9183 1.2757 -5.0589
H52 -3.4028 2.7798 -3.3175
H53 -4.7052 3.7077 -4.0080
H54 -2.3378 4.8278 -3.8432
H55 -3.4496 5.1373 -5.2608
H56 -1.6211 1.7284 -5.5030
H57 -2.1987 2.3657 -7.0124
C42 -2.3554 -4.1469 0.0045
C43 -2.0354 -4.0459 -1.4841
C44 -2.0277 -5.4996 -1.9635
O5 -1.6869 -6.2483 -0.8137
C45 -2.2195 -5.6553 0.3594
H58 -3.3236 -3.7421 0.2982
H59 -1.6030 -3.6588 0.6291
H60 -1.0581 -3.5709 -1.5943
H61 -2.7308 -3.4326 -2.0579
H62 -1.3435 -5.7484 -2.7706
H63 -3.0385 -5.7858 -2.2860
H64 -1.4914 -5.8484 1.1412
H65 -3.1885 -6.1105 0.5936
C46 4.3275 -0.8098 4.7169
C47 5.0956 -1.0980 3.4170
C48 3.9743 -1.6488 2.5537
O6 2.9513 -0.6695 2.7852
C49 2.9859 -0.2821 4.1516
H66 4.8334 -0.1017 5.3701
H67 4.1811 -1.7371 5.2732
H68 5.9475 -1.7648 3.5454
H69 5.4032 -0.1477 2.9778
H70 3.6106 -2.6323 2.8728
H71 4.1706 -1.6454 1.4816
H72 2.1225 -0.6660 4.6987
H73 3.0162 0.8110 4.1505

Forces on atoms 1 to 3 (eV/Å):
-0.15 0.33 -0.03
-0.12 0.19 0.49
0.08 0.50 -0.12

***

[3]
Formula: C49H75N7O25
Source: the Open Molecules 2025 dataset
Level of theory: ωB97M-V/def2-TZVPD

The calculation puts the molar mass at 1162.16 g/mol. The SMILES is O=C1C=C(O)C(=O)C=C1O.O=C1C=C(O)C(=O)C=C1O.O=C1C=C(O)C(=O)C=C1O.O=C1C=C(O)C(=O)C=C1O.CN(C)C=O.CN(C)C=O.CN(C)C=O.CN(C)C=O.CN(C)C=O.CN(C)C=O.CN(C)C=O.COCCOC. The calculation puts the total energy at -4176.17135 Eh. Its charge is 0.

Positions of all 156 atoms, in Å:
O1 -4.7864 0.7704 -7.5565
C1 -5.9893 0.4426 -7.3694
C2 -7.0786 1.2853 -7.9306
C3 -8.3855 0.8632 -7.9270
O2 -9.3905 1.6428 -8.3762
C4 -8.8974 -0.4314 -7.2542
O3 -10.0748 -0.7101 -7.2433
C5 -7.8623 -1.1349 -6.5649
C6 -6.5053 -0.7614 -6.6301
O4 -5.5374 -1.5658 -6.0193
H1 -6.8950 2.2570 -8.3648
H2 -10.1745 1.1441 -8.1351
H3 -8.0782 -2.1152 -6.1665
H4 -4.7124 -1.0761 -5.9854
O5 -12.1459 5.8531 -8.5463
C7 -10.8982 5.7287 -8.4630
C8 -10.1479 5.1123 -7.3305
C9 -8.8033 4.9604 -7.2662
O6 -8.1521 4.2332 -6.2727
C10 -7.9124 5.4074 -8.3951
O7 -6.7195 5.1745 -8.3961
C11 -8.6267 6.0458 -9.4420
C12 -9.9379 6.1626 -9.5372
O8 -10.4989 6.7704 -10.6128
H5 -10.7643 4.7362 -6.5273
H6 -7.2088 4.2649 -6.4480
H7 -8.0604 6.3869 -10.2960
H8 -11.4351 6.8255 -10.4078
O9 -12.4527 4.6856 -15.3479
C13 -11.4247 4.3821 -14.6503
C14 -11.5060 3.7121 -13.2993
C15 -10.4934 3.5659 -12.4915
O10 -10.6425 2.8332 -11.4142
C16 -9.1561 4.0354 -12.7003
O11 -8.2132 3.9930 -11.8531
C17 -8.9794 4.4501 -14.0632
C18 -9.9841 4.5318 -14.9861
O12 -9.7148 4.7548 -16.2949
H9 -12.4348 3.2563 -12.9896
H10 -9.7807 2.7132 -11.0086
H11 -7.9782 4.5150 -14.4631
H12 -10.4255 5.1602 -16.7970
O13 -12.2243 9.5643 -7.0641
C19 -11.2988 9.9356 -7.8592
C20 -11.3175 11.1525 -8.6691
C21 -10.5362 11.3114 -9.7205
O14 -10.6396 12.3938 -10.5328
C22 -9.4200 10.3943 -10.0531
O15 -8.7016 10.3922 -11.0342
C23 -9.2194 9.3544 -9.1046
C24 -10.1414 9.1393 -8.1320
O16 -10.1066 8.1909 -7.1848
H13 -12.1952 11.7616 -8.5113
H14 -9.8949 12.4014 -11.1385
H15 -8.3959 8.6680 -9.2356
H16 -10.9035 8.2272 -6.6508
C25 -4.6906 8.2322 -11.8420
N1 -4.7987 7.2049 -10.8300
C26 -4.2487 5.9341 -11.1555
C27 -5.0239 7.6088 -9.5722
O17 -5.2838 8.7701 -9.2871
H17 -3.6432 8.5337 -11.8310
H18 -5.4299 9.0140 -11.6677
H19 -5.0058 7.9324 -12.8414
H20 -3.4053 6.0011 -11.8427
H21 -3.7897 5.5157 -10.2598
H22 -5.0730 5.3455 -11.5582
H23 -4.9614 6.7886 -8.8404
C28 -10.7572 8.7775 -14.3553
N2 -9.3640 8.3370 -14.7193
C29 -8.7668 8.4110 -16.1103
C30 -8.6312 7.8109 -13.6814
O18 -7.4997 7.2840 -13.7966
H24 -11.1563 9.5539 -15.0080
H25 -10.8905 9.3607 -13.4442
H26 -11.4887 7.9743 -14.2666
H27 -8.1386 9.2943 -16.2248
H28 -8.1419 7.5413 -16.3133
H29 -9.5427 8.4253 -16.8758
H30 -9.2469 7.7470 -12.7709
C31 -14.6990 2.5526 -10.7927
N3 -14.1155 1.9058 -9.6468
C32 -14.7686 0.6536 -9.3392
C33 -12.9589 2.2120 -9.1090
O19 -12.3090 1.5404 -8.2618
H31 -14.4825 3.6170 -10.7017
H32 -15.7860 2.5711 -10.8715
H33 -14.2199 2.1782 -11.6973
H34 -15.8159 0.8656 -9.1237
H35 -14.5550 0.0104 -10.1928
H36 -14.5126 0.1591 -8.4022
H37 -12.6359 3.2132 -9.4337
C34 -16.2452 3.1613 -6.7514
N4 -15.0951 4.0006 -6.5605
C35 -15.2400 5.3993 -6.9365
C36 -13.9486 3.4596 -6.1483
O20 -12.9572 4.1159 -5.8502
H38 -16.2172 2.1341 -6.3877
H39 -16.3851 3.1181 -7.8315
H40 -17.1460 3.6568 -6.3892
H41 -14.4806 6.0248 -6.4673
H42 -15.0190 5.4772 -8.0010
H43 -16.2437 5.6461 -6.5905
H44 -13.9702 2.3590 -6.1309
C37 -15.7017 6.0945 -10.5751
N5 -14.4247 6.6612 -10.8465
C38 -13.6100 6.0966 -11.9342
C39 -14.0715 7.8210 -10.2673
O21 -12.9486 8.2544 -10.3843
H45 -15.5262 5.1377 -10.0834
H46 -16.1310 5.7156 -11.5026
H47 -16.4957 6.7512 -10.2196
H48 -12.6064 6.0937 -11.5088
H49 -13.8724 5.0886 -12.2556
H50 -13.5952 6.7449 -12.8103
H51 -14.8520 8.3603 -9.7087
C40 -3.0703 1.9902 -3.2676
N6 -4.2331 2.5553 -3.9217
C41 -5.3465 2.8814 -3.0428
C42 -4.2250 2.9088 -5.2362
O22 -5.1475 3.5614 -5.7875
H52 -2.5725 2.8321 -2.7864
H53 -2.4919 1.5161 -4.0605
H54 -3.3864 1.2172 -2.5671
H55 -5.7136 1.9778 -2.5561
H56 -5.2100 3.5526 -2.1949
H57 -6.1944 3.2538 -3.6176
H58 -3.3489 2.5458 -5.7955
C43 -9.1939 2.8532 -3.6587
N7 -10.3495 1.9158 -3.4943
C44 -11.1547 1.6552 -4.7135
C45 -10.7173 1.4611 -2.2765
O23 -11.6593 0.6586 -2.2282
H59 -8.5713 3.0201 -2.7797
H60 -9.4768 3.7293 -4.2421
H61 -8.5449 2.3027 -4.3398
H62 -12.1718 1.3628 -4.4523
H63 -11.3601 2.4074 -5.4751
H64 -10.7461 0.7851 -5.2273
H65 -10.0187 1.7471 -1.4750
C46 -4.6483 6.4368 -1.0992
O24 -5.1422 6.7813 -2.3810
C47 -6.5346 6.9184 -2.3501
C48 -6.9690 7.0485 -3.8328
O25 -6.3980 8.1804 -4.3771
C49 -6.6834 8.3385 -5.7782
H66 -5.1150 6.8124 -0.1886
H67 -3.5672 6.5750 -1.0801
H68 -4.7189 5.3493 -1.1242
H69 -6.8189 7.7353 -1.6868
H70 -6.9879 6.0066 -1.9611
H71 -8.0485 7.2000 -3.8337
H72 -6.6931 6.1188 -4.3303
H73 -6.4353 7.4193 -6.3088
H74 -6.1517 9.1571 -6.2633
H75 -7.7463 8.5765 -5.8192

Forces on atoms 1 to 3 (eV/Å):
-2.85 -1.87 1.34
0.81 2.56 -1.67
-1.27 -1.18 0.17